1.
# C5H8O2S

One molecule with the formula C5H8O2S (ωB97M-V/def2-TZVPD, the OMol25 dataset).

Results
M = 132.18 Da
relative energy (zero: lowest compared OMol25 entry of this formula, charge and spin) = 3.066 eV
largest force on an atom = 6.7 eV/A
highest occupied orbital energy (alpha / beta) = -6.93 / -10.17 eV
HOMO-LUMO gap (alpha / beta) = 7.553 / 7.538 eV

Geometry as ORCA input:
```
! RIJCOSX wB97M-V def2-TZVPD def2/J DEFGRID3
* xyz 0 3
C -0.128 -0.729 -0.118
C 0.606 -0.028 -1.674
C 0.017 -0.185 1.094
C 1.274 1.338 -1.418
C -0.199 -1.075 2.269
O -1.644 1.460 -1.057
O -1.846 -0.794 -2.264
S -1.045 0.214 -1.572
H -0.467 -1.821 -0.206
H 0.056 0.884 1.431
H 1.135 1.795 -2.419
H 2.374 1.120 -1.322
H 0.688 1.764 -0.653
H -0.506 -2.065 2.061
H -1.038 -0.603 2.893
H 0.723 -1.275 2.954
*
```



2.
# C3H6O2

One molecule with the formula C3H6O2 (ωB97M-V/def2-TZVPD, the OMol25 dataset).

Results
M = 74.08 Da
relative energy (zero: lowest compared OMol25 entry of this formula, charge and spin) = 0.103 eV
largest force on an atom = 1.4 eV/A
highest occupied orbital energy = -10.67 eV
HOMO-LUMO gap = 11.476 eV

Geometry as ORCA input:
```
! RIJCOSX wB97M-V def2-TZVPD def2/J DEFGRID3
* xyz 0 1
C -0.094 1.174 -0.801
C 0.427 -0.226 -0.460
C -0.297 -0.828 0.731
O -1.491 -0.809 0.837
O 0.556 -1.379 1.626
H 0.609 1.989 -0.605
H -0.983 1.402 -0.211
H -0.410 1.391 -1.823
H 0.188 -0.833 -1.331
H 1.505 -0.220 -0.328
H -0.010 -1.661 2.365
*
```



3.
# C5H9F2N2

A 2-piece molecular cluster, C5H9F2N2 overall (ωB97M-V/def2-TZVPD, the OMol25 dataset).

Results
M = 135.14 Da
relative energy (zero: lowest compared OMol25 entry of this formula, charge and spin) = 6.157 eV
largest force on an atom = 6.4 eV/A
highest occupied orbital energy (alpha / beta) = -10.52 / -10.53 eV
HOMO-LUMO gap (alpha / beta) = 4.182 / 4.208 eV

Geometry as ORCA input:
```
! RIJCOSX wB97M-V def2-TZVPD def2/J DEFGRID3
* xyz 1 1
C 2.643 -1.017 0.483
C -2.405 0.115 0.874
C -2.832 1.202 0.010
C -1.588 0.272 -0.398
C -0.237 0.637 -0.275
N 2.106 -1.994 -0.129
N 3.497 -0.086 0.050
F 0.634 0.504 -1.293
F 0.219 1.203 0.835
H -1.964 0.353 1.776
H -2.996 -0.767 0.731
H -3.625 1.218 -0.719
H -2.796 2.289 0.380
H -1.763 -0.383 -1.236
H 1.287 -2.426 0.265
H 2.248 -1.875 -1.134
H 3.843 0.643 0.670
H 3.729 0.111 -0.891
*
```



4.
# C7H15N4

A 2-piece molecular cluster, C7H15N4 overall (ωB97M-V/def2-TZVPD, the OMol25 dataset).

Results
M = 155.22 Da
relative energy (zero: lowest compared OMol25 entry of this formula, charge and spin) = 3.396 eV
largest force on an atom = 7.1 eV/A
highest occupied orbital energy = -12.80 eV
HOMO-LUMO gap = 10.067 eV

Geometry as ORCA input:
```
! RIJCOSX wB97M-V def2-TZVPD def2/J DEFGRID3
* xyz 1 1
C -0.418 0.039 -3.548
C 0.833 -0.120 -2.892
C -1.319 -0.308 -2.578
C 1.297 2.012 2.253
C 0.798 -2.166 0.864
C -1.067 2.141 2.314
C -1.086 -0.685 -0.003
N 0.587 -0.401 -1.705
N -0.705 -0.622 -1.496
N -0.023 1.708 1.764
N -0.632 -1.904 0.489
H -0.448 0.248 -4.613
H 1.792 0.081 -3.282
H -2.361 -0.500 -2.778
H 1.405 2.886 3.001
H 1.668 1.054 2.731
H 1.847 2.184 1.430
H 1.295 -1.188 1.178
H 0.759 -2.657 1.747
H 1.485 -2.630 0.241
H -1.094 2.853 3.141
H -1.981 1.740 1.975
H -2.146 -0.702 0.098
H 1.328 -0.549 -0.942
H -0.488 0.053 0.383
H -1.328 -2.566 0.227
*
```



5.
# C4H10Se

A 2-piece molecular cluster, C4H10Se overall (ωB97M-V/def2-TZVPD, the OMol25 dataset).

Results
M = 137.08 Da
relative energy (zero: lowest compared OMol25 entry of this formula, charge and spin) = 3.799 eV
largest force on an atom = 4.4 eV/A
highest occupied orbital energy (alpha / beta) = -7.72 / -7.36 eV
HOMO-LUMO gap (alpha / beta) = 8.347 / 8.025 eV

Geometry as ORCA input:
```
! RIJCOSX wB97M-V def2-TZVPD def2/J DEFGRID3
* xyz 0 1
C 0.243 0.812 1.455
C -0.554 -1.955 -0.042
C -0.537 1.081 -1.005
C 0.322 0.371 0.081
Se 2.180 -0.172 -0.245
H 0.479 0.065 2.222
H 0.840 1.764 1.412
H -0.774 1.288 1.508
H -0.380 -2.154 0.990
H -1.538 -1.793 -0.347
H 0.159 -2.466 -0.639
H -0.325 0.729 -2.032
H -1.632 1.123 -0.806
H -0.286 2.151 -1.090
H 1.802 -0.844 -1.462
*
```



6.
# C16H31MoNO3P2

C16H31MoNO3P2 as an isolated structure (ωB97M-V/def2-TZVPD, the OMol25 dataset).

Results
M = 443.32 Da
largest force on an atom = 3.3 eV/A
highest occupied orbital energy (alpha / beta) = -14.25 / -14.25 eV
HOMO-LUMO gap (alpha / beta) = 5.542 / 5.542 eV

Geometry as ORCA input:
```
! RIJCOSX wB97M-V def2-TZVPD def2/J DEFGRID3
* xyz 2 1
Mo -0.136 -1.038 -0.460
P 2.425 -0.339 0.073
P -2.348 0.017 0.474
N 0.015 0.109 -1.717
H 1.033 -0.653 0.816
C 3.169 -1.722 -0.766
H 4.242 -1.591 -0.595
H 2.955 -1.681 -1.836
H 2.859 -2.688 -0.356
C 3.176 -0.331 1.707
H 4.227 -0.549 1.531
H 2.735 -1.092 2.347
H 3.068 0.652 2.158
C 2.877 1.220 -0.679
H 3.973 1.288 -0.559
H 2.388 2.029 -0.129
H 2.613 1.249 -1.740
C -3.519 -1.059 -0.425
H -4.545 -0.700 -0.285
H -3.433 -2.091 -0.061
H -3.274 -1.024 -1.491
C -3.079 0.371 2.125
H -4.097 0.769 2.052
H -2.432 1.101 2.637
H -3.083 -0.531 2.745
C -2.975 1.592 -0.275
H -4.058 1.678 -0.061
H -2.808 1.580 -1.356
H -2.441 2.429 0.188
C 0.019 1.209 -2.564
C -0.052 2.049 -4.810
C -0.058 0.970 -3.949
C 0.037 2.488 -2.059
C 0.015 3.554 -2.960
C -0.005 3.364 -4.330
H -0.070 1.878 -5.873
H -0.092 -0.069 -4.310
H 0.106 2.648 -0.994
H 0.018 4.562 -2.584
H -0.026 4.204 -5.032
C -0.682 -2.941 2.100
O -1.814 -2.656 1.678
C 0.297 -3.792 1.314
H 0.628 -4.562 2.014
H 1.237 -3.358 0.963
H -0.194 -4.260 0.474
C -0.151 -2.351 3.402
H -0.810 -2.766 4.198
H -0.183 -1.245 3.465
H 0.905 -2.615 3.642
O -0.769 1.068 3.130
C 0.344 1.178 2.531
O 0.539 1.408 1.293
H 1.236 1.038 3.197
*
```



7.
# C22H38Br14N2

C22H38Br14N2 as an isolated structure (ωB97M-V/def2-TZVPD, the OMol25 dataset).

Results
M = 1449.22 Da
relative energy (zero: lowest compared OMol25 entry of this formula, charge and spin) = 26.650 eV
largest force on an atom = 13.3 eV/A
highest occupied orbital energy = -7.69 eV
HOMO-LUMO gap = 7.733 eV

Geometry as ORCA input:
```
! RIJCOSX wB97M-V def2-TZVPD def2/J DEFGRID3
* xyz 0 1
Br -3.328 -0.999 -0.367
C -2.549 0.332 0.974
C -2.231 1.722 0.235
Br -1.776 3.073 1.535
H -1.622 -0.111 1.339
H -3.197 0.540 1.825
H -3.093 2.126 -0.296
H -1.377 1.624 -0.435
Br 0.205 3.223 -0.695
C 1.672 4.555 -0.862
C 1.665 5.114 -2.347
Br 2.826 6.676 -2.604
H 2.574 4.034 -0.541
H 1.481 5.264 -0.056
H 0.655 5.233 -2.740
H 2.135 4.322 -2.931
Br -1.236 -0.892 -3.718
C -2.017 -2.436 -2.756
C -1.187 -2.562 -1.449
Br -1.959 -4.047 -0.379
H -1.918 -3.293 -3.423
H -3.066 -2.181 -2.604
H -1.229 -1.698 -0.784
H -0.115 -2.647 -1.623
Br 4.177 -1.552 -1.257
C 3.217 0.167 -1.425
C 2.712 0.421 -2.883
Br 2.064 2.283 -3.299
H 3.983 0.875 -1.108
H 2.382 0.143 -0.725
H 1.862 -0.249 -3.016
H 3.568 0.161 -3.506
Br -0.997 -2.728 1.710
C -0.448 -4.562 1.410
C -0.597 -5.335 2.717
Br -0.081 -7.198 2.655
H 0.570 -4.595 1.022
H -1.113 -5.024 0.680
H -1.681 -5.350 2.833
H -0.296 -4.785 3.608
Br 1.814 -2.924 -0.555
C 1.994 -1.637 0.994
C 3.208 -1.947 1.879
Br 3.183 -0.800 3.438
H 1.063 -1.574 1.558
H 2.097 -0.673 0.497
H 4.178 -1.971 1.381
H 3.118 -2.985 2.199
Br -3.050 3.672 -1.413
C -1.819 3.423 -2.932
C -1.256 2.048 -2.801
Br -0.174 1.502 -4.390
H -1.078 4.222 -2.918
H -2.492 3.390 -3.789
H -2.030 1.287 -2.699
H -0.549 1.959 -1.977
N -1.898 1.004 3.381
C -2.347 -0.290 3.394
C -1.228 -1.139 3.342
C -0.132 -0.322 3.651
C -0.540 1.010 3.667
H -2.411 1.870 3.470
H -3.389 -0.539 3.260
H -1.198 -2.203 3.159
H 0.880 -0.577 3.927
H 0.046 1.914 3.728
N 0.116 0.243 1.340
C -0.112 -0.830 0.423
C 0.326 -0.395 -0.851
C 0.724 0.936 -0.667
C 0.635 1.288 0.623
H -0.097 0.264 2.327
H -0.579 -1.740 0.769
H 0.453 -0.898 -1.798
H 1.038 1.573 -1.480
H 0.871 2.198 1.153
*
```



8.
# C10H12N4O

A 2-piece molecular cluster, C10H12N4O overall (ωB97M-V/def2-TZVPD, the OMol25 dataset).

Results
M = 204.23 Da
relative energy (zero: lowest compared OMol25 entry of this formula, charge and spin) = 8.482 eV
largest force on an atom = 6.9 eV/A
highest occupied orbital energy (alpha / beta) = -7.58 / -8.80 eV
HOMO-LUMO gap (alpha / beta) = 6.923 / 7.729 eV

Geometry as ORCA input:
```
! RIJCOSX wB97M-V def2-TZVPD def2/J DEFGRID3
* xyz 0 1
C -3.149 1.237 0.261
C -1.951 1.903 0.413
C -3.241 0.020 -0.189
C -0.801 1.303 -0.005
C -2.110 -0.642 -0.560
C -0.841 -0.029 -0.488
C 3.140 0.766 0.462
C 0.348 -0.708 -0.953
C 1.268 -1.399 0.138
C 2.505 -2.039 -0.583
N 2.327 2.084 -1.940
N 3.736 -0.051 -0.313
N 3.014 1.296 1.530
N 3.673 -1.148 -0.900
O 2.804 2.174 -0.869
H -4.144 1.839 0.455
H -1.945 2.981 0.724
H -4.174 -0.555 -0.148
H 0.036 1.914 -0.118
H -2.290 -1.732 -0.830
H -0.016 -1.514 -1.611
H 1.060 -0.077 -1.529
H 1.539 -0.746 0.985
H 0.793 -2.338 0.561
H 2.123 -2.401 -1.624
H 3.031 -2.919 -0.048
H 2.729 2.266 1.563
*
```



What is the largest force on an atom in the first record? 6.7 eV/A